Molecular formula: C2H6NO3S
Method: DFT, the ωB97M-V functional and the def2-TZVPD basis

Structure (XYZ):
```
13
Properties=species:S:1:pos:R:3:forces:R:3:mulliken_charge:R:1
C 1.85751 0.17682 0.19919 0.160 -0.459 -0.147 -1.233
C 0.53829 -0.48660 -0.17254 -0.112 0.146 0.191 -0.123
N -0.56953 0.00947 0.64875 0.342 -0.291 0.041 -0.459
S -2.03968 0.06915 -0.19464 0.168 -0.401 -0.007 1.101
O -2.98615 0.47148 0.82685 -0.155 0.063 -0.021 -0.676
O -1.83596 1.06211 -1.24665 -0.181 -0.068 -0.116 -0.681
O -2.17433 -1.30269 -0.68601 -0.055 0.569 0.102 -0.680
H 2.67494 -0.51343 -0.01137 0.140 -0.009 -0.029 0.348
H 2.04693 1.06726 -0.39079 -0.104 0.323 0.081 0.293
H 1.90910 0.40478 1.26158 -0.047 0.105 0.127 0.356
H 0.33350 -0.32050 -1.22962 -0.003 0.032 -0.156 0.293
H 0.61070 -1.56239 -0.03213 -0.023 -0.148 0.050 0.229
H -0.36531 0.92454 1.02739 -0.130 0.138 -0.116 0.232
```
Forces are in eV/Å.

Its spin multiplicity is 1. For the total energy, the calculation gives -758.5444 hartree. As for the HOMO-LUMO gap: 0.317 Eh. Its total charge is -1. As for the SMILES: CCNS(=O)(=O)[O-].